DFT (ωB97M-V with the def2-TZVPD basis set) results for a 2-piece molecular cluster, C9H14O overall in a non-equilibrium geometry.

Calculated values
- ΔE to the lowest compared entry with this formula, charge and spin: 30.4 kcal/mol
- E_HOMO: -8.2 eV
- SMILES string: Cc1ccc(O)cc1.CC
- Orbital gap: 8.9540 eV
- M: 138.21 g/mol

Last columns: bonded neighbours and bond lengths (Å).
Atoms and positions in Å:
1 C -2.425 0.793 -2.078  C2 1.518, H9 1.121, H10 1.095, H11 1.167
2 C -1.100 0.955 -1.357  C1 1.518, C3 1.425, C8 1.399
3 C -1.124 0.964 0.067  C2 1.425, C4 1.415, H12 1.128
4 C 0.082 1.221 0.762  C3 1.415, C5 1.399, H13 1.127
5 C 1.243 1.474 0.024  C4 1.399, O6 1.345, C7 1.413
6 O 2.473 1.632 0.544  C5 1.345, H14 0.973
7 C 1.188 1.637 -1.378  C5 1.413, C8 1.392, H15 1.130
8 C 0.005 1.420 -2.079  C2 1.399, C7 1.392, H16 1.102
9 H -2.278 0.726 -3.187  C1 1.121
10 H -3.195 1.521 -1.805  C1 1.095
11 H -2.868 -0.183 -1.613  C1 1.167
12 H -2.036 0.802 0.710  C3 1.128
13 H 0.048 1.148 1.887  C4 1.127
14 H 2.542 1.632 1.515  O6 0.973
15 H 2.051 2.151 -1.896  C7 1.130
16 H -0.174 1.698 -3.130  C8 1.102
17 C 0.876 -1.992 1.023  C18 1.534, H19 1.134, H20 1.199, H21 1.150
18 C 0.540 -2.893 2.218  C17 1.534, H22 1.125, H23 1.159, H24 1.082
19 H 0.697 -0.908 1.303  C17 1.134
20 H 1.995 -2.085 0.601  C17 1.199
21 H 0.129 -2.355 0.229  C17 1.150
22 H 0.867 -3.962 2.096  C18 1.125
23 H -0.596 -2.872 2.451  C18 1.159
24 H 1.060 -2.524 3.092  C18 1.082